Record 1
ORCA calculation (the ωB97M-V functional and the def2-TZVPD basis) on a structure of composition C29H51CrNO2SSi2 at a distorted geometry.

HOMO (alpha / beta)	-0.178 / -0.230	Ha
expectation value of S²	6.041
spin multiplicity	5
energy relative to the best compared isomer or geometry (same formula, charge and spin)	76.9	kcal per mole
maximum force	3.93	eV/A

XYZ file:
```
87
C29H51CrNO2SSi2, DFT the ωB97M-V functional and the def2-TZVPD basis
Cr -0.0270 -0.1610 1.5180
S -0.0783 0.7115 5.8328
Si 3.3989 0.3166 0.3953
Si -3.3744 -0.1552 0.8722
O 0.6119 0.4856 -3.4448
O -0.4596 -1.1197 -2.2247
N -0.0509 -0.3040 3.5069
C 0.2498 -3.2541 6.3865
C 0.1389 1.8258 -3.2962
C -4.2066 -0.0789 2.5423
C 0.0121 1.8763 1.9858
C 3.7223 2.0834 -0.1330
C -0.7643 2.2441 -4.4592
C 0.1353 -1.8999 6.7330
C 1.8887 0.4638 -5.5382
C -0.0189 4.4896 2.9778
C -2.9880 1.5643 0.2678
C 1.8786 0.2000 -4.0323
C -0.0916 3.4062 3.8645
C 0.1469 -2.6881 4.0078
C 0.0317 -0.9678 5.7059
C 4.3914 -0.8605 -0.6777
C -1.7926 -1.2026 0.9788
C -0.0778 2.1023 3.3541
C -4.6131 -0.9450 -0.2892
C -1.7828 -1.2153 -4.4630
C -0.0974 0.8792 4.1501
C 0.0931 2.9584 1.0970
C -0.4549 -3.6388 -2.1270
C 0.2548 -3.6474 5.0311
C 0.0759 4.2653 1.5972
C 0.2157 -2.3400 -2.6163
C 4.2193 0.1338 2.0684
C -1.7214 -0.9813 -2.9319
C 1.5520 -0.1579 0.2162
C 0.0354 -1.3468 4.3662
H 0.8540 0.6143 -0.0860
H 1.2962 -1.1837 0.4540
H 0.9681 2.5242 -3.1756
H 2.6594 0.7848 -3.5533
H -1.0161 -0.6520 -4.9915
H -1.9156 1.7407 0.2561
H -0.1515 3.5851 4.9302
H -2.4469 -1.6663 -2.5051
H 2.1221 -0.8462 -3.8607
H 0.1399 -1.5866 7.7693
H -1.7092 -1.3890 2.0398
H -0.0297 5.5027 3.3581
H -5.6092 -0.5362 -0.1234
H -4.6703 -2.0215 -0.1330
H 0.1350 5.1038 0.9147
H 0.1639 2.7965 0.0299
H -4.4667 -1.0743 2.8991
H 1.2418 -2.3363 -2.2597
H 3.9183 -0.7633 2.5992
H 5.3010 0.0865 1.9530
H 4.0730 -1.8902 -0.5256
H -1.4546 -3.7659 -2.5407
H -1.6610 -2.2662 -4.7219
H 4.2986 -0.6378 -1.7364
H 3.1581 2.3529 -1.0220
H -1.1071 3.2690 -4.3242
H -0.2545 2.1931 -5.4177
H -0.5322 -3.6578 -1.0414
H 3.4404 2.7778 0.6561
H -3.3554 1.7265 -0.7445
H -3.4420 2.3201 0.9069
H 0.3158 -0.1652 -2.6968
H 1.8372 1.5301 -5.7500
H -4.3685 -0.7661 -1.3346
H 0.3522 -2.3789 -3.6961
H -0.4558 1.8870 -2.3874
H 0.3496 -4.6946 4.7787
H -3.5696 0.3896 3.2848
H -5.1263 0.5026 2.4903
H 4.0218 0.9989 2.6957
H 0.3395 -4.0000 7.1661
H 5.4519 -0.8041 -0.4368
H -2.0013 -2.1954 0.5854
H -2.0832 0.0225 -2.7268
H 2.8075 0.0895 -5.9874
H -2.7467 -0.8971 -4.8589
H 4.7781 2.2416 -0.3459
H -1.6471 1.6113 -4.5194
H 0.1320 -4.5076 -2.4247
H 0.1592 -2.9864 2.9670
H 1.0505 -0.0278 -6.0300
```

Results of the Löwdin charge analysis, in e, for atoms 1 through 6: atom 1 (Cr): 0.51, atom 2 (S): 1.15, atom 3 (Si): 0.41, atom 4 (Si): 0.40, atom 5 (O): -0.09, atom 6 (O): -0.15

***

Record 2
ORCA calculation (the ωB97M-V functional and the def2-TZVPD basis) on a cluster of 2 separate species, C29H51FN5O2S2 in total at a distorted geometry.

HOMO	-0.390	Ha
net charge	+1
spin multiplicity	1
maximum force	3.41	eV/A

XYZ file:
```
90
C29H51FN5O2S2, DFT the ωB97M-V functional and the def2-TZVPD basis
S 0.4966 0.3327 -1.1744
S 2.3372 -1.8303 -0.2652
F -3.9477 -1.5740 5.9291
O -2.3533 -3.2301 0.1818
O 1.8072 -0.9276 -4.9635
N -3.0580 -1.2009 -0.9953
N -4.1574 0.6543 0.1606
N 3.0589 0.8338 -0.2573
N 3.2642 -2.0872 -6.2062
N -4.4889 -1.3915 1.0436
C -2.5382 -0.2285 -1.9908
C -2.4065 -2.2406 4.1564
C 0.3799 3.1851 0.7846
C 0.8695 2.9031 3.2803
C 1.6596 3.8875 0.6713
C -4.5772 -0.9091 3.6220
C 4.5784 2.0009 -1.8055
C 2.5379 4.1356 1.8226
C -3.4307 -1.1621 4.6744
C 4.3421 0.6573 -0.9723
C -3.8004 -0.6901 -0.0458
C -0.0035 2.6937 2.1149
C 2.9006 -0.9774 -5.5186
C -1.4458 -0.7606 -2.9777
C 3.7872 0.0686 2.1131
C -0.0190 -0.9691 -2.3620
C -2.8825 -2.6795 -1.0025
C -0.4269 -3.5693 1.6877
C -4.4241 0.8648 1.6050
C -4.0350 -0.5377 2.1946
C -2.5715 2.7547 1.8219
C 2.1200 -0.2151 -0.4924
C -1.3362 1.9161 2.3685
C 3.2105 1.1995 1.1681
C 2.1375 3.6310 3.1379
C -3.9573 2.1874 2.3136
C 3.8776 0.1675 -5.4673
C 4.5019 -2.3330 -6.9217
C -0.9289 -3.0211 0.2884
H -3.6300 1.3810 -0.3232
H 0.4728 -4.2339 1.5657
H 3.4497 0.9811 -4.8847
H 5.2257 0.5066 -0.3050
H 1.9958 4.2480 -0.3302
H 5.5811 1.9949 -2.3016
H -5.1962 -0.0436 3.9965
H -1.4943 1.6843 3.4577
H 4.2787 0.5647 2.9989
H 4.2316 -0.1452 -1.7536
H -0.2779 2.9899 -0.0883
H -4.7594 2.9551 2.1276
H -3.9139 -3.1206 -1.1147
H 0.7098 -0.9307 -3.2229
H -1.3220 0.9493 1.7836
H -2.5118 3.8194 2.1817
H 0.5300 2.4969 4.2666
H -1.8479 -2.7185 5.0027
H -5.2180 -1.8339 3.6132
H -0.0857 -2.6900 2.2965
H 5.1821 -1.4885 -6.8642
H -2.9633 -3.0255 3.5847
H 3.9588 2.0437 1.1949
H -5.5544 0.8688 1.6844
H -2.1933 0.7385 -1.5217
H -1.7768 -1.7226 -3.4605
H 0.1014 -2.0090 -1.9472
H -3.8849 1.9969 3.4194
H 4.4395 2.8621 -1.0944
H 4.5106 -0.6273 1.6269
H 2.2348 1.5554 1.5844
H -2.2851 -3.0757 -1.8592
H -0.7288 -1.9202 0.1979
H -2.9309 -0.1662 4.8574
H 3.4914 4.6901 1.6662
H -2.9123 -0.5821 2.0887
H -1.2684 -4.1016 2.1947
H -3.4240 0.0713 -2.6289
H 2.9015 -0.4769 2.5515
H -5.4934 -1.2481 0.8888
H 4.8051 -0.1519 -4.9883
H 4.2641 -2.5340 -7.9676
H 3.7655 2.1206 -2.5741
H -1.3918 -0.0212 -3.8273
H -1.7028 -1.7231 3.4530
H 4.9826 -3.2132 -6.4915
H 2.7728 3.7703 4.0390
H -2.4761 2.8091 0.7005
H 4.0811 0.5325 -6.4753
H 2.5623 -2.8124 -6.1983
H -0.3635 -3.5532 -0.5222
```

Results of the Löwdin charge analysis, in e, for atoms 1 through 6: atom 1 (S): 0.85, atom 2 (S): 0.75, atom 3 (F): -0.04, atom 4 (O): -0.13, atom 5 (O): 0.00, atom 6 (N): 0.06

***

Record 3
ORCA calculation (the ωB97M-V functional and the def2-TZVPD basis) on a structure of composition C29H51NO3OsPSe2.

HOMO	-0.376	Ha
net charge	+1
spin multiplicity	1
energy relative to the best compared isomer or geometry (same formula, charge and spin)	13.2	kcal per mole
maximum force	0.81	eV/A

XYZ file:
```
88
C29H51NO3OsPSe2, DFT the ωB97M-V functional and the def2-TZVPD basis
Os 1.3800 0.2873 0.4010
Se 3.1840 1.4595 1.3436
Se 1.7102 -1.6389 1.6938
P -1.1862 1.6851 2.3293
O 6.1558 -2.3692 2.0251
O -0.2205 0.8146 1.5039
O 2.8822 -0.5653 -1.0435
N 0.6196 0.4105 -1.4465
C 4.4764 -1.1955 0.6681
C 0.7482 5.5874 2.5814
C -1.5920 4.5923 2.4977
C -0.5322 5.2873 3.3526
C 1.3002 4.3147 1.9475
C 0.5435 1.2170 4.5913
C -0.2112 2.7096 6.4970
C -4.0406 2.0730 1.9990
C 1.0344 1.2829 -2.4607
C -0.2413 -0.3464 -3.3665
C 4.2821 -0.7444 -0.7753
C -1.9477 1.5501 5.1058
C -0.8956 1.1551 4.0532
C -2.9388 0.1411 0.7676
C -4.3157 2.7612 0.6583
C -1.0757 3.3917 1.6787
C 4.4464 -0.0158 1.6488
C -0.5971 -1.7813 -1.2434
C -3.0644 0.9254 -0.5328
C -1.6000 2.8174 5.8752
C 3.4252 -2.2860 0.9859
C 5.8651 -1.8513 0.7446
C 0.2663 3.7175 1.0090
C -2.8831 1.0470 2.0070
C -0.1088 -0.6148 -2.0356
C -4.3313 1.7749 -0.5052
C 1.8728 2.5028 -2.2398
C 0.8606 2.4420 5.4445
C 0.4876 0.8448 -3.6354
H -4.9362 1.5085 2.2757
H -3.9126 2.8185 2.7862
H -1.0749 0.0950 3.8182
H 6.3639 -1.6479 2.6277
H 1.4851 6.0409 3.2458
H -3.0491 0.4033 2.8753
H 0.9881 3.3188 4.8082
H 0.6729 0.3225 5.2089
H 1.2606 1.1196 3.7736
H 5.4235 0.4744 1.6602
H -1.6505 3.6820 5.2107
H 6.6342 -1.1387 0.4246
H 4.6231 -1.5211 -1.4635
H -5.1907 1.1044 -0.3939
H -3.8208 -0.4973 0.8825
H -2.3517 2.9851 6.6483
H -1.9593 5.3145 1.7611
H 0.0282 3.6116 7.0623
H 3.1786 -2.8256 0.0715
H 3.8162 -2.9985 1.7096
H -5.2761 3.2751 0.7291
H 2.6178 2.3742 -1.4507
H 0.5877 1.3435 -4.5870
H -1.4025 -2.2757 -1.7857
H 0.1815 -2.5222 -1.0466
H 4.2171 -0.3715 2.6544
H -4.4703 2.3049 -1.4482
H -0.9657 6.2035 3.7579
H 0.0475 4.4465 0.2211
H -2.1780 1.5547 -0.6852
H 2.7260 -0.2045 -1.9319
H 0.5445 6.3181 1.7914
H -3.5834 3.5478 0.4567
H 1.8267 2.2861 5.9290
H -1.7837 3.2460 0.8579
H -1.9955 0.7203 5.8184
H 2.4148 2.7318 -3.1570
H -0.2157 1.8838 7.2173
H -2.4585 4.3247 3.1047
H -0.2732 4.6703 4.2102
H 1.2725 3.3789 -1.9913
H -3.0910 0.2345 -1.3775
H 2.2165 4.5266 1.3912
H -2.9451 1.6234 4.6671
H -2.0763 -0.5221 0.7527
H -0.7848 -0.9476 -4.0777
H 0.6488 2.8372 0.4933
H 1.5703 3.5895 2.7249
H 5.8971 -2.7000 0.0590
H 4.8179 0.1852 -0.9836
H -1.0046 -1.4777 -0.2773
```

Results of the Löwdin charge analysis, in e, for atoms 1 through 6: atom 1 (Os): 0.91, atom 2 (Se): 0.76, atom 3 (Se): 0.77, atom 4 (P): 0.93, atom 5 (O): -0.03, atom 6 (O): -0.56

***

Record 4
ORCA calculation (the ωB97M-V functional and the def2-TZVPD basis) on a structure of composition C29H52AsF6Ge2N5O3OsP at a distorted geometry.

HOMO (alpha / beta)	-0.698 / -0.716	Ha
net charge	+4
expectation value of S²	8.805
spin multiplicity	6
energy relative to the best compared isomer or geometry (same formula, charge and spin)	0.0	kcal per mole
maximum force	2.39	eV/A

XYZ file:
```
100
C29H52AsF6Ge2N5O3OsP, DFT the ωB97M-V functional and the def2-TZVPD basis
Os 0.5183 0.4585 -0.9315
As 2.1768 -4.5000 -0.2009
Ge 0.3250 -2.0209 2.4574
Ge -0.7233 1.6194 0.9660
P 0.5989 -0.9437 -2.9101
F 2.8574 -2.9248 -0.0766
F 2.3851 -4.3720 -1.8749
F 1.6812 -4.2850 1.4589
F 0.5963 -5.0588 -0.4798
F 0.6092 -1.1123 0.5373
F 3.3024 -5.6563 0.1297
O 0.3264 0.0653 -4.1149
O 1.5942 -2.0218 -3.4649
O -0.7187 -1.7958 -2.6855
N 2.7834 0.7618 -0.3760
N -1.4438 3.1004 -3.5786
N 3.2433 0.9735 0.8719
N -2.1322 1.1598 -2.5305
N -0.0027 1.9860 -2.0669
C -3.6483 0.8633 0.7105
C -1.7978 -4.1828 2.5956
C -1.0859 0.4164 5.6981
C 4.5860 0.9802 0.9054
C 0.5046 4.3124 -2.7192
C 2.2295 -1.9534 3.2172
C -3.8354 2.5004 -3.5886
C -3.4058 1.0883 -3.2478
C -1.0008 -3.1846 -3.0274
C 2.5480 -3.0705 4.1933
C 0.0309 -0.3756 -5.4676
C 1.4324 3.6641 1.8288
C -0.7540 -1.9691 5.2909
C -1.0842 -2.2470 6.5892
C 2.9197 -1.7850 -3.9981
C 3.8677 0.6116 -1.1408
C -0.4526 4.1399 -3.8780
C 5.0277 0.7426 -0.3796
C -0.9629 0.7545 2.7409
C 1.0684 2.9489 -2.3617
C -0.5810 -0.3567 3.3920
C -2.6699 2.0193 0.5791
C -1.4269 -1.1919 7.4567
C -1.4406 0.1295 6.9892
C -2.7021 3.1755 -4.3359
C -1.2595 -3.0642 1.7215
C -1.1936 2.0921 -2.7547
C -0.0133 3.4773 1.4078
C -0.7856 -0.6421 4.7870
H -0.0128 4.7506 -1.8634
H 3.0703 -2.5172 -4.7876
H -2.8943 2.7916 1.3199
H -4.1354 0.5972 -2.6059
H -2.7241 2.4786 -0.4068
H -4.0554 3.0536 -2.6732
H 3.5944 -2.9601 4.4867
H -0.2480 -3.5957 -3.6932
H 3.6565 -1.9590 -3.2164
H 1.7218 3.0158 -1.4904
H 2.1302 3.4305 1.0246
H -1.7387 0.9331 7.6500
H -1.0817 1.4395 5.3496
H 1.3143 4.9799 -3.0082
H 2.6085 1.1615 1.6289
H -4.7342 2.4886 -4.2018
H 2.4419 -4.0596 3.7535
H -0.6883 3.7760 2.2144
H 2.8716 -1.9727 2.3381
H -2.5550 2.7206 -5.3196
H -1.0475 -3.2628 6.9584
H 1.5891 4.7131 2.0876
H -2.2191 -3.8161 3.5310
H 0.0944 0.5091 -6.0942
H -1.8610 0.3432 -2.0039
H 3.7821 0.4382 -2.2008
H -4.6656 1.2376 0.5864
H 1.6647 2.5697 -3.1993
H -1.9746 -3.2009 -3.5090
H 5.1382 1.1622 1.8126
H 2.2683 -0.9754 3.6986
H -3.4887 0.0910 -0.0446
H -2.6098 -4.6684 2.0519
H -3.5979 0.4007 1.6967
H -2.9364 4.2261 -4.4984
H 6.0477 0.6773 -0.7151
H -0.9722 -0.7975 -5.5098
H 0.7497 -1.1130 -5.8192
H -0.2467 4.0832 0.5312
H -0.9850 5.0680 -4.0778
H -0.4657 -2.7943 4.6417
H -1.6904 1.3962 3.2515
H -1.6509 -1.4027 8.4947
H -1.0331 -3.7593 -2.1061
H 1.6779 3.0840 2.7209
H -3.3002 0.4914 -4.1577
H -0.9164 -3.4349 0.7580
H 1.9613 -3.0075 5.1090
H -1.0494 -4.9465 2.8041
H 0.0907 3.8686 -4.7881
H 3.0151 -0.7802 -4.4101
H -2.0019 -2.2794 1.5660
```

Results of the Löwdin charge analysis, in e, for atoms 1 through 6: atom 1 (Os): 1.27, atom 2 (As): 0.98, atom 3 (Ge): 1.19, atom 4 (Ge): 0.88, atom 5 (P): 0.60, atom 6 (F): -0.21